Computed, not measured: a cluster of 2 separate species, C3H4O2 in total at a distorted geometry, with wB97M-V/def2-TZVPD.

```
9
Properties=species:S:1:pos:R:3:lowdin_charge:R:1
C 1.75 0.70 0.09 0.003
C 1.49 -0.28 -0.58 -0.006
C -1.73 0.14 -0.67 -0.258
O -1.67 -0.86 0.22 0.031
O -1.45 1.31 -0.18 0.017
H 1.85 1.35 0.90 0.014
H 1.33 -0.94 -1.39 0.021
H -1.68 -1.62 -0.29 0.043
H -1.27 1.24 0.81 0.136
```

Properties
HOMO energy: -9.09 eV
2S+1: 1